[1]
Molecular formula: C14H40BF3N3O7Pt2S
Method: DFT, the ωB97M-V functional and the def2-TZVPD basis

Its total energy is -2209.13432 Eh. As for the maximum force: 0.0529 Eh/bohr. The expectation value of S² is 6.009. Its molecular weight is 852.52 g mol⁻¹. The net charge is +1. Its spin multiplicity is 5. As for the HOMO-LUMO gap (alpha / beta): 0.3267 / 0.2553 hartree.

Each line ends with the Löwdin spin population.
Element x y z (Å)
Pt -1.528 1.538 -1.931  1.5046
Pt -1.456 -2.089 -1.152  1.4804
B -3.114 -0.392 -2.185  0.0558
H -3.995 -0.672 -2.899  0.0077
H -3.175 -1.221 -1.348  0.0214
H -2.035 -0.366 -2.686  0.0174
H -3.352 0.618 -1.616  0.0103
C 2.231 -0.632 -4.010  0.0157
F 2.622 0.526 -4.499  0.0032
F 2.299 -1.556 -4.944  0.0035
F 3.032 -0.982 -2.997  0.0011
S 0.472 -0.504 -3.409  0.0256
O 0.226 -1.655 -2.535  0.0572
O 0.400 0.749 -2.626  0.0709
O -0.297 -0.468 -4.623  0.0005
C -0.219 0.286 0.931  0.0268
O -0.908 0.014 -0.267  0.3317
H -0.778 0.918 1.634  0.0016
H 0.061 -0.650 1.409  0.0085
H 0.656 0.875 0.647  0.0021
C 5.243 1.377 0.715  0.0000
C 4.026 0.493 0.503  0.0000
C 3.311 0.063 1.764  0.0001
O 2.574 -1.136 1.653  0.0007
C 3.007 -2.209 2.463  0.0003
N 3.140 1.103 -0.513  0.0002
H 4.945 2.407 0.935  0.0000
H 5.848 1.372 -0.192  0.0000
H 5.942 1.174 1.533  0.0000
H 4.391 -0.443 0.054  0.0000
H 2.608 0.831 2.125  0.0001
H 4.004 0.093 2.614  0.0000
H 3.735 -2.839 1.941  0.0000
H 2.150 -2.823 2.726  0.0002
H 3.504 -1.862 3.371  0.0000
H 3.384 0.738 -1.422  0.0001
H 2.185 0.827 -0.322  0.0002
C 0.068 -4.965 1.722  0.0045
C -0.739 -4.106 0.742  0.0109
C -1.835 -3.354 1.488  0.0057
O -2.605 -2.470 0.631  0.0731
C -3.734 -1.924 1.292  0.0114
N 0.121 -3.107 0.040  0.0733
H 0.496 -4.386 2.541  0.0002
H 0.812 -5.497 1.136  0.0001
H -0.612 -5.635 2.254  0.0005
H -1.240 -4.777 0.041  0.0048
H -1.442 -2.708 2.286  0.0005
H -2.509 -4.045 1.999  0.0009
H -4.202 -2.618 1.991  0.0021
H -4.451 -1.583 0.551  0.0016
H -3.424 -1.071 1.910  0.0001
H 0.826 -3.563 -0.528  0.0032
H 0.531 -2.501 0.746  0.0027
C -0.572 5.478 0.096  0.0036
C -1.072 4.047 -0.061  0.0037
C -2.594 3.998 -0.313  0.0064
O -2.940 2.635 -0.426  0.0621
C -3.776 2.078 0.573  0.0050
N -0.403 3.407 -1.250  0.0637
H -1.149 5.971 0.878  0.0006
H -0.660 6.050 -0.834  0.0001
H 0.489 5.624 0.313  0.0000
H -0.804 3.394 0.769  0.0002
H -2.810 4.488 -1.264  0.0011
H -3.093 4.506 0.511  0.0013
H -3.422 2.267 1.587  0.0007
H -3.780 0.994 0.452  0.0005
H -4.809 2.382 0.388  0.0006
H -0.415 4.087 -2.016  0.0052
H 0.607 3.400 -1.086  0.0018

[2]
Molecular formula: C18H26N
Method: DFT, the ωB97M-V functional and the def2-TZVPD basis

Its total energy is -755.91499 Eh. As for the maximum force: 0.0468 Eh/bohr. Its molecular weight is 256.41 g mol⁻¹. The net charge is +1. Its spin multiplicity is 1. As for the HOMO-LUMO gap: 0.1189 hartree.

Each line ends with the Mulliken charge.
Element x y z (Å)
C -2.446 -2.981 1.872  -0.6580
C -2.503 -1.466 1.555  -0.6933
C -1.089 -1.074 1.336  -0.8815
C -0.245 -2.077 1.788  0.8846
N 1.063 -2.014 1.997  0.1108
C 1.890 -3.203 2.216  -0.6083
C 3.337 -2.720 2.115  -0.5114
C 3.298 -1.198 1.914  -0.6201
C 1.827 -0.784 1.795  -0.2268
C -0.978 -3.374 2.084  -0.6356
H -3.034 -3.183 2.763  0.2822
H -2.860 -3.568 1.043  0.2695
H -3.183 -1.251 0.730  0.3200
H -2.932 -0.921 2.415  0.2599
H -0.776 -0.093 0.995  0.3592
H 1.692 -3.657 3.201  0.2745
H 1.681 -3.985 1.462  0.3038
H 3.895 -2.998 3.014  0.2765
H 3.798 -3.194 1.238  0.2463
H 3.759 -0.668 2.757  0.3211
H 3.823 -0.923 0.986  0.2469
H 1.615 -0.326 0.807  -0.2786
H 1.555 -0.022 2.542  0.3543
H -0.785 -3.720 3.109  0.2751
H -0.695 -4.199 1.415  0.2420
C 1.353 1.881 -1.127  -1.6860
C 0.238 1.650 -2.084  1.8383
C 0.466 0.570 -3.092  -1.2950
C -0.756 2.659 -2.278  0.4656
C -1.502 2.755 -3.499  -0.2623
C -2.465 3.733 -3.687  -0.7630
C -2.722 4.690 -2.694  -0.2933
C -1.924 4.699 -1.537  -0.6833
C -0.932 3.743 -1.346  -0.3659
H 1.556 2.949 -1.030  0.5113
H 1.182 1.503 -0.113  0.4547
H 2.249 1.375 -1.495  0.4015
H 0.014 0.769 -4.063  0.3721
H 1.546 0.466 -3.239  0.3475
H 0.110 -0.422 -2.796  0.3526
H -1.316 2.047 -4.308  0.1766
H -2.991 3.784 -4.646  0.3849
H -3.473 5.469 -2.849  0.4026
H -2.042 5.495 -0.799  0.3839
H -0.300 3.785 -0.464  0.3444

[3]
Molecular formula: C29H39N4OPtSi
Method: DFT, the ωB97M-V functional and the def2-TZVPD basis

Its total energy is -1830.64149 Eh. As for the maximum force: 0.0074 Eh/bohr. Its molecular weight is 682.82 g mol⁻¹. The net charge is +3. Its spin multiplicity is 1. As for the HOMO-LUMO gap: 0.2400 hartree.

Each line ends with the Mulliken charge.
Element x y z (Å)
Pt -0.410 0.106 0.341  0.3810
C 1.292 -2.077 -2.601  -1.3607
C 2.034 -0.770 -2.498  1.5636
C 2.693 -0.242 -3.597  -0.9647
C 3.407 0.950 -3.491  -1.0365
C 3.472 1.632 -2.284  -0.7255
C 2.823 1.145 -1.156  1.4989
C 2.916 1.886 0.153  -1.5707
C 2.119 -0.052 -1.299  -1.8642
N 1.404 -0.568 -0.155  0.0888
C 1.885 -1.511 0.581  1.5835
C 3.221 -2.122 0.384  -1.9101
C 1.000 -1.955 1.702  1.6162
C 1.505 -2.887 2.736  -2.1881
N -0.167 -1.409 1.697  0.2356
C -1.157 -1.705 2.694  -0.9028
C -1.494 -0.686 3.596  1.4294
C -0.738 0.617 3.684  -1.2477
C -2.517 -0.936 4.497  -0.8797
C -3.176 -2.159 4.504  -1.0260
C -2.795 -3.159 3.625  -1.2482
C -1.768 -2.965 2.707  1.9542
C -1.341 -4.122 1.839  -2.0349
H 1.029 -2.286 -3.636  0.5033
H 0.373 -2.079 -2.008  0.0998
H 1.899 -2.918 -2.256  0.3324
H 2.659 -0.771 -4.541  0.5463
H 3.924 1.343 -4.357  0.5007
H 4.032 2.556 -2.215  0.5772
H 2.862 2.962 -0.012  0.4945
H 3.873 1.692 0.643  0.3926
H 2.130 1.610 0.860  0.0997
H 3.724 -1.737 -0.497  0.3748
H 3.124 -3.209 0.310  0.4356
H 3.841 -1.926 1.264  0.4833
H 1.707 -3.871 2.305  0.4431
H 0.797 -2.995 3.554  0.3517
H 2.454 -2.513 3.127  0.5961
H -0.191 0.887 2.775  -0.1647
H 0.016 0.561 4.473  0.4224
H -1.406 1.439 3.939  0.5059
H -2.790 -0.172 5.214  0.5472
H -3.975 -2.339 5.210  0.4809
H -3.292 -4.121 3.656  0.5507
H -2.205 -4.713 1.537  0.5874
H -0.691 -4.794 2.405  0.3883
H -0.799 -3.829 0.938  0.3935
C -2.749 -2.420 -0.948  -0.8351
Si -2.465 -0.629 -0.907  0.0589
C -2.772 0.293 0.706  -0.8997
C -2.721 0.268 -2.470  -1.0946
H -3.839 -2.548 -1.022  0.5221
H -2.418 -2.939 -0.052  0.0550
H -2.320 -2.876 -1.841  0.4034
H -3.601 0.961 0.432  0.6596
H -2.055 1.062 1.099  0.2292
H -3.070 -0.349 1.530  0.3817
H -3.754 0.040 -2.770  0.5292
H -2.084 -0.107 -3.274  0.4024
H -2.627 1.348 -2.387  0.3617
N -0.124 6.677 -2.497  -0.3327
C 0.443 5.514 -2.866  0.1189
O 1.285 5.375 -3.721  -0.5473
C 0.036 4.262 -2.103  0.5029
C -0.279 4.220 -0.747  -0.7397
C -0.463 2.998 -0.140  -0.2050
N -0.359 1.832 -0.815  1.1028
C -0.082 1.876 -2.133  -0.8245
C 0.120 3.062 -2.798  -0.9641
H 0.137 7.508 -3.006  0.2745
H -0.932 6.729 -1.902  0.1893
H -0.339 5.118 -0.146  0.4921
H -0.661 2.940 0.924  0.3997
H 0.007 0.929 -2.647  0.7988
H 0.384 3.068 -3.847  0.6266

[4]
Molecular formula: C5H6N2
Method: DFT, the ωB97M-V functional and the def2-TZVPD basis

Its total energy is -303.47488 Eh. As for the maximum force: 0.0905 Eh/bohr. Its molecular weight is 94.12 g mol⁻¹. Its SMILES is CC1=N[C@@H]1C1=NC1. The net charge is 0. Its spin multiplicity is 1. As for the HOMO-LUMO gap: 0.3737 hartree.

Each line ends with the Mulliken charge.
Element x y z (Å)
C -1.581 -0.341 -1.779  -1.0226
C -0.775 0.568 -0.907  0.5417
N -0.146 1.625 -0.829  -0.4652
C -0.259 0.865 0.496  -0.1484
C 0.864 0.065 0.888  0.0299
N 1.829 -0.621 0.433  -0.5521
C 1.744 -0.507 1.903  -0.1868
H -1.560 -1.302 -1.322  0.3034
H -2.463 0.089 -2.174  0.3444
H -0.963 -0.489 -2.623  0.3498
H -0.761 1.500 1.291  0.3687
H 2.446 0.059 2.300  0.2468
H 1.624 -1.510 2.324  0.1904

[5]
Molecular formula: C12H27BINO4P2S3
Method: DFT, the ωB97M-V functional and the def2-TZVPD basis

Its total energy is -3028.80796 Eh. As for the maximum force: 0.0630 Eh/bohr. Its molecular weight is 545.22 g mol⁻¹. The net charge is 0. Its spin multiplicity is 1. As for the HOMO-LUMO gap: 0.1710 hartree.

Each line ends with the Mulliken charge.
Element x y z (Å)
C -0.428 4.836 1.204  -1.3961
C -1.330 3.536 1.332  -0.2045
C -0.527 2.195 1.022  -0.9266
I 0.996 2.524 -0.525  0.1729
P -1.663 0.761 0.590  0.3122
C -0.910 -0.886 1.178  -0.9380
C 0.525 -0.713 1.793  -0.0755
C 1.322 -2.059 1.928  -0.9706
S 3.104 -1.770 2.358  -0.1188
C 3.818 -0.694 1.052  0.0031
S 4.112 0.895 1.435  -0.1194
N 4.114 -1.160 -0.305  -0.0143
C 3.019 -0.602 -1.140  0.4324
C 2.782 -1.350 -2.510  -0.5769
O 3.075 -2.741 -2.504  -0.3993
C 4.334 -3.009 -1.885  -0.6090
C 4.165 -2.630 -0.353  -0.3278
P -1.979 0.562 -1.601  0.3141
S -2.240 2.284 -2.472  -0.3351
B -3.438 0.895 1.345  0.6706
O -4.377 -0.070 0.901  -0.4215
O -3.851 1.837 2.297  -0.4927
H -0.877 5.629 1.855  0.3934
H -0.391 5.183 0.149  0.3578
H 0.585 4.619 1.619  0.3586
H -1.654 3.498 2.399  0.2053
H -2.226 3.600 0.668  0.2907
H 0.059 1.969 1.949  0.6527
H -0.922 -1.615 0.323  0.5031
H -1.653 -1.296 1.915  0.4850
H 1.094 0.000 1.153  -0.2124
H 0.417 -0.232 2.801  0.4211
H 1.198 -2.737 1.045  0.4015
H 0.867 -2.611 2.793  0.5098
H 2.032 -0.512 -0.620  -0.4128
H 3.327 0.448 -1.394  0.2837
H 3.276 -0.808 -3.363  0.2886
H 1.684 -1.275 -2.725  0.2298
H 5.132 -2.377 -2.346  0.3284
H 4.639 -4.077 -1.992  0.3832
H 5.051 -3.044 0.183  0.4401
H 3.209 -3.132 -0.042  0.1198
H -3.209 -0.251 -1.793  0.1651
H -0.909 -0.229 -2.129  0.0022
H -3.994 -0.935 1.112  0.2951
H -3.145 1.992 2.936  0.3077
C -5.614 -0.902 -2.333  -0.4734
O -4.420 -1.483 -2.575  -0.8228
H -5.895 -0.039 -2.980  0.1979
H -6.512 -1.551 -2.434  0.3024
H -5.772 -0.472 -1.315  0.0189

[6]
Molecular formula: C55H97N4O26
Method: DFT, the ωB97M-V functional and the def2-TZVPD basis

Its total energy is -4328.89411 Eh. As for the maximum force: 0.1158 Eh/bohr. Its molecular weight is 1230.38 g mol⁻¹. The net charge is +1. Its spin multiplicity is 1. As for the HOMO-LUMO gap: 0.3922 hartree.

Each line ends with the Mulliken charge.
Element x y z (Å)
C 0.421 1.634 3.231  -1.5515
C -0.019 0.888 1.980  2.9407
C 1.052 1.041 0.899  -0.1324
N 0.902 0.133 -0.297  1.6220
C -0.355 0.599 -0.985  -0.5255
C -0.761 -0.242 -2.161  2.1742
C -0.791 -1.721 -1.877  0.1216
C 0.485 -2.239 -1.195  0.1747
C 0.856 -1.330 0.014  -0.6159
C 2.063 0.442 -1.179  0.0162
H -0.280 1.546 4.057  -0.8156
H 0.537 2.702 3.005  0.4970
H 1.444 1.397 3.543  0.6964
H -0.931 1.356 1.608  -1.1717
H -0.166 -0.167 2.196  -0.2963
H 2.027 0.784 1.319  -0.0958
H 1.093 2.090 0.606  -0.5167
H -1.137 0.593 -0.226  -0.1959
H -0.145 1.634 -1.244  0.3516
H -1.724 0.132 -2.499  -0.6554
H -0.073 0.041 -2.966  -0.9979
H -1.639 -1.915 -1.222  -0.4121
H -0.897 -2.209 -2.846  0.7098
H 0.312 -3.257 -0.861  0.6547
H 1.370 -2.177 -1.832  -1.0390
H 0.065 -1.478 0.747  0.1421
H 1.787 -1.730 0.406  0.2979
H 1.958 1.388 -1.697  0.2541
H 2.282 -0.388 -1.838  -0.1408
H 2.969 0.563 -0.581  -0.6716
O -1.652 3.060 -0.168  0.0763
C -1.548 4.049 0.524  0.3954
O -2.550 4.942 0.631  -0.3243
C -3.564 4.928 -0.392  -0.5076
C -4.482 3.711 -0.358  -0.5416
C -0.286 4.479 1.232  -0.8533
H -3.026 4.956 -1.341  0.2382
H -4.128 5.852 -0.303  0.3707
H -3.914 2.792 -0.475  0.0009
H -5.045 3.777 -1.296  0.3321
H -5.222 3.670 0.438  0.3889
H -0.349 5.558 1.357  0.5168
H 0.575 4.241 0.615  0.0859
H -0.262 3.994 2.208  -0.1168
O -4.702 -0.853 2.108  -0.3763
C -5.710 -0.884 1.446  0.7211
O -6.103 -1.976 0.774  -0.3687
C -5.254 -3.094 0.749  -0.4763
C -4.028 -2.954 -0.150  -0.3172
C -6.744 0.192 1.396  -1.0712
H -5.836 -3.973 0.481  0.4081
H -4.834 -3.310 1.738  0.2447
H -3.350 -2.224 0.297  -0.1729
H -4.319 -2.552 -1.128  0.0698
H -3.488 -3.879 -0.337  0.4228
H -7.511 -0.060 2.134  0.3489
H -7.207 0.252 0.417  0.3193
H -6.309 1.121 1.756  0.1435
O -3.618 1.021 -2.506  -0.2415
C -3.970 1.979 -3.146  0.4440
O -5.229 2.352 -3.368  -0.3798
C -6.251 1.444 -2.967  -0.2742
C -6.303 0.137 -3.730  -0.8562
C -2.957 2.909 -3.752  -0.5549
H -7.205 1.961 -3.102  0.4182
H -6.228 1.320 -1.880  0.1718
H -5.588 -0.573 -3.313  -0.0291
H -6.182 0.286 -4.801  0.3037
H -7.284 -0.312 -3.559  0.4928
H -2.231 2.283 -4.269  0.0496
H -2.396 3.363 -2.929  -0.0655
H -3.371 3.726 -4.334  0.3741
O 1.301 1.546 -3.939  -0.2883
C 1.641 2.488 -4.623  0.6612
O 1.750 2.471 -5.946  -0.4126
C 1.631 1.200 -6.609  0.3509
C 2.579 1.206 -7.796  -1.4548
C 1.703 3.895 -4.071  -1.1829
H 0.596 1.025 -6.912  0.2664
H 1.896 0.409 -5.910  -0.1295
H 2.447 2.041 -8.479  0.3673
H 2.349 0.328 -8.410  0.3972
H 3.600 1.091 -7.440  0.3242
H 1.644 3.903 -2.987  0.0740
H 0.791 4.378 -4.429  0.4196
H 2.592 4.428 -4.398  0.3644
C 5.663 2.560 -1.608  -1.1056
C 5.385 2.663 -0.114  1.0579
C 4.784 4.030 0.337  -0.6686
C 4.107 4.727 -0.754  0.2620
N 3.570 5.293 -1.597  -0.5087
H 6.111 1.630 -1.944  0.2935
H 6.293 3.370 -1.989  0.4269
H 4.708 2.670 -2.121  0.0444
H 6.193 2.378 0.549  0.3437
H 4.471 2.079 0.029  -0.7254
H 5.601 4.697 0.638  0.3934
H 4.082 4.026 1.171  0.2892
C 8.130 -1.191 1.002  -1.3428
C 6.942 -1.656 0.191  -0.2665
C 5.697 -1.982 1.030  0.5473
C 4.911 -0.799 1.416  0.0709
N 4.296 0.106 1.762  -0.4504
H 8.319 -1.899 1.813  0.3471
H 8.054 -0.138 1.262  0.2660
H 9.087 -1.308 0.480  0.4142
H 7.135 -2.623 -0.289  0.4158
H 6.648 -1.008 -0.636  0.1393
H 5.881 -2.472 1.990  0.5843
H 5.004 -2.587 0.444  -0.7580
C -1.529 -1.307 -5.611  -1.1503
C -2.801 -1.531 -4.815  1.3189
C -3.560 -2.814 -5.129  -0.7400
C -3.856 -3.114 -6.518  0.0314
N -4.101 -3.321 -7.620  -0.4482
H -1.211 -0.269 -5.461  0.1087
H -1.666 -1.348 -6.695  0.5951
H -0.697 -1.962 -5.348  0.2341
H -3.465 -0.669 -4.929  0.0240
H -2.546 -1.486 -3.759  -0.6559
H -4.545 -2.804 -4.645  0.3318
H -3.047 -3.637 -4.624  0.3731
C 2.558 -1.614 4.902  -0.2692
C 1.458 -2.432 5.599  1.0367
O 0.634 -2.790 4.500  -0.2661
C 1.350 -2.772 3.355  0.6463
O 0.962 -3.201 2.314  -0.5258
O 2.493 -2.086 3.547  -0.1827
H 3.516 -1.869 5.347  0.4178
H 2.399 -0.539 4.912  0.0566
H 0.873 -1.835 6.285  -1.0906
H 1.888 -3.284 6.126  0.2929
C 3.345 -6.498 0.408  -0.4333
C 3.647 -4.976 0.307  0.1274
O 2.828 -4.563 -0.778  0.2242
C 2.281 -5.633 -1.384  0.4327
O 1.551 -5.552 -2.320  -0.5306
O 2.748 -6.782 -0.841  -0.4018
H 2.748 -6.823 1.260  0.2394
H 4.321 -6.961 0.568  0.3835
H 4.699 -4.911 0.030  0.1529
H 3.382 -4.420 1.202  -0.0497
C -2.816 -2.499 6.445  -0.4704
C -3.048 -0.994 6.539  -0.4812
O -2.506 -0.479 5.349  0.3134
C -2.336 -1.495 4.457  0.0129
O -1.941 -1.341 3.350  -0.2954
O -2.578 -2.679 5.048  -0.3533
H -3.709 -3.021 6.778  0.3344
H -1.929 -2.822 6.987  0.2424
H -2.608 -0.564 7.448  0.2391
H -4.072 -0.676 6.774  0.3303
C 3.029 -2.347 -5.001  0.0897
C 3.542 -3.095 -3.763  0.0215
O 4.015 -2.035 -2.936  -0.0586
C 4.143 -0.903 -3.668  0.2612
O 4.485 0.150 -3.227  -0.3420
O 3.653 -1.072 -4.912  -0.3438
H 1.943 -2.256 -5.087  -0.3284
H 3.335 -2.845 -5.923  0.4904
H 4.323 -3.784 -4.084  0.4131
H 2.738 -3.663 -3.301  -0.1748
C -3.659 1.402 4.252  0.0058
C -3.067 2.308 3.147  0.0981
O -1.738 2.540 3.616  -0.2387
C -1.599 2.117 4.884  0.9864
O -0.663 2.383 5.579  -0.7248
O -2.661 1.399 5.257  -0.2432
H -3.841 0.415 3.827  -0.1868
H -4.596 1.795 4.642  0.4054
H -3.606 3.257 3.108  0.3263
H -3.106 1.886 2.145  -0.1938
C -0.306 1.875 7.895  -0.1400
C 0.936 1.729 7.025  0.5200
O 1.409 0.415 7.311  -0.3163
C 0.442 -0.283 7.957  0.6909
O 0.517 -1.451 8.206  -0.5739
O -0.570 0.518 8.294  -0.3875
H -1.153 2.298 7.353  0.0491
H -0.192 2.477 8.795  0.3140
H 1.694 2.433 7.375  0.2728
H 0.799 1.913 5.961  -0.3040